Formula: C35H27AsBrCaN4S2
Source: OMol25
Level of theory: wB97M-V/def2-TZVPD

Computed properties:
- Charge: -1
- Energy above the lowest of the compared OMol25 structures with the same formula, charge and spin: 0.000 eV
- Energy: -7852.9120 hartree

Last column: Löwdin charge in e.
CARTESIAN COORDINATES (ANGSTROEM)
N: 0.664 -0.125 2.266  -0.12
C: 2.620 -1.266 -4.848  -0.11
C: -2.121 3.358 -3.103  -0.19
H: -1.755 5.145 -0.243  0.09
H: -2.603 5.390 -2.550  0.10
C: -1.712 4.308 -0.932  -0.11
H: 7.549 -2.338 -1.005  0.10
N: 1.905 0.056 2.785  -0.05
C: -2.538 2.433 -5.302  -0.11
C: 2.490 -6.199 0.338  -0.12
H: 3.237 0.273 -1.895  0.06
C: -0.168 -0.771 2.987  -0.11
H: -2.118 -2.227 4.147  0.11
N: -1.880 -0.402 1.342  0.01
H: 4.611 1.407 1.963  0.07
C: 2.258 -2.519 -4.370  -0.10
H: 1.952 -3.745 -2.635  0.10
H: 0.117 -1.161 3.963  0.12
C: 2.980 -0.265 -3.958  -0.09
H: -2.897 2.536 -6.319  0.09
Br: -0.906 -0.638 -3.054  0.78
C: -2.013 1.195 -4.874  -0.16
C: -2.183 4.451 -2.206  -0.07
H: -2.999 4.439 -4.751  0.10
C: -2.592 3.484 -4.434  -0.06
C: 6.067 -2.161 2.032  -0.10
H: 0.770 -7.486 0.368  0.09
H: -0.771 3.042 0.508  0.07
C: 7.081 -2.251 1.087  -0.11
H: 3.247 0.719 -4.322  0.10
H: 6.309 -2.145 3.088  0.10
Ca: 0.096 0.010 -0.185  0.78
S: -0.536 -2.866 -0.462  0.44
H: 3.951 -1.992 2.361  0.09
C: 2.671 0.845 2.050  -0.95
C: 2.256 -2.774 -3.006  -0.11
H: -3.325 -0.091 -0.071  0.11
H: -0.840 -5.666 -0.042  0.09
C: -3.109 -0.578 0.874  -0.13
C: 2.619 -1.775 -2.109  -0.41
C: 2.017 -3.861 -0.034  -0.43
C: -1.060 1.954 -1.311  -0.21
C: -1.536 -0.984 2.500  -0.29
C: -1.157 3.077 -0.510  -0.18
N: 3.902 1.079 2.595  0.05
H: 1.960 -3.298 -5.062  0.10
H: -5.051 -1.458 1.104  0.10
H: 3.203 -6.995 0.514  0.09
C: -4.066 -1.338 1.530  -0.06
C: 0.637 -4.119 -0.128  -0.75
C: -3.712 -1.944 2.724  -0.07
H: 4.181 0.457 3.336  0.08
C: 0.220 -5.451 0.026  -0.15
C: 1.128 -6.469 0.254  -0.12
H: -4.425 -2.556 3.263  0.10
C: 4.414 -2.110 0.270  -0.38
C: 2.976 -0.517 -2.592  -0.14
C: -2.433 -1.763 3.222  -0.03
C: -1.560 1.070 -3.594  -0.58
H: -1.974 0.351 -5.550  0.09
C: -1.572 2.126 -2.639  -0.26
H: 8.115 -2.305 1.403  0.09
H: 3.983 -4.667 0.260  0.09
H: 5.194 -2.221 -1.726  0.10
As: 2.509 -1.996 -0.168  1.27
C: 2.925 -4.890 0.194  -0.12
H: 2.607 -1.066 -5.913  0.10
S: 2.322 1.641 0.561  0.47
C: 6.762 -2.269 -0.263  -0.10
C: 5.435 -2.202 -0.670  -0.10
C: 4.743 -2.082 1.624  -0.14



Formula: C35H27CoN12O2
Source: OMol25
Level of theory: wB97M-V/def2-TZVPD

Computed properties:
- Charge: +1
- Energy above the lowest of the compared OMol25 structures with the same formula, charge and spin: 0.440 eV
- 2S+1: 2
- Energy: -3540.1477 hartree
- ⟨S²⟩: 0.784

Last column: Löwdin charge in e.
CARTESIAN COORDINATES (ANGSTROEM)
C: 2.109 5.389 -1.194  0.02
C: -0.997 2.030 0.772  -0.11
H: 2.973 1.803 3.046  0.10
N: 5.275 -0.139 1.889  0.13
H: 5.488 0.962 3.732  0.12
H: 6.178 -0.578 1.818  0.16
C: 4.533 -2.776 -2.425  -0.07
H: 5.847 -3.996 -1.223  0.10
C: -4.242 -4.855 -0.516  0.00
H: 0.364 -4.690 -1.758  0.13
C: 2.856 4.628 -3.416  -0.16
H: -4.534 4.271 2.886  0.12
H: -0.271 -3.383 -2.754  0.14
C: 2.647 3.079 -1.533  -0.04
H: 2.012 6.399 -1.572  0.13
N: 3.093 4.838 -4.520  0.19
H: -6.550 0.504 3.245  0.12
C: 4.377 -1.095 -0.220  -0.12
N: 1.222 -3.259 0.125  0.16
N: -6.059 -1.633 1.683  0.13
C: 3.631 1.127 2.526  -0.11
C: -2.456 -3.234 -0.617  0.03
C: -0.579 2.157 -1.294  -0.18
H: 4.583 -3.430 -3.287  0.11
C: 2.542 4.371 -2.035  -0.18
C: 3.661 -0.757 -1.390  -0.35
H: -3.815 -6.749 -1.418  0.11
C: 3.762 -1.633 -2.484  -0.02
C: -4.081 1.425 1.117  0.02
N: 0.433 -2.838 -0.890  -0.10
C: -4.676 3.249 2.552  -0.03
Co: 1.791 0.851 -0.003  0.54
O: -4.159 -1.351 0.625  0.12
C: 1.819 5.082 0.124  -0.02
H: -0.132 1.969 -2.259  0.13
C: -2.928 3.651 0.802  -0.06
H: -2.541 4.403 1.489  0.13
C: -2.150 -5.412 -1.562  -0.03
C: -5.139 -0.790 1.378  -0.29
C: -3.439 -5.761 -1.188  -0.05
H: -3.492 1.004 0.311  0.12
C: -5.016 0.617 1.756  -0.13
N: -1.558 3.006 -1.119  0.15
C: -3.744 -3.589 -0.228  -0.13
H: -5.246 -5.109 -0.201  0.12
C: -4.575 -2.636 0.505  -0.29
C: -0.253 -3.796 -1.746  -0.06
C: 1.626 -2.143 0.672  -0.16
N: -1.811 2.916 0.205  -0.11
C: -5.812 1.137 2.771  0.00
C: 1.951 3.774 0.547  -0.10
C: 5.159 -2.256 -0.184  -0.05
H: 2.285 -2.113 1.524  0.13
N: 1.120 -1.029 0.071  0.02
H: -0.172 -0.939 -1.643  0.15
C: 4.874 0.725 2.881  -0.06
C: 4.292 -0.244 0.965  -0.26
H: 3.219 -1.365 -3.383  0.12
H: -1.040 1.748 1.813  0.16
H: 5.687 -2.517 0.728  0.11
H: -2.089 -2.246 -0.370  0.11
C: 5.244 -3.100 -1.270  -0.09
H: -1.524 -6.135 -2.075  0.12
H: -3.406 4.166 -0.027  0.14
H: 1.750 3.497 1.575  0.11
C: -1.651 -4.146 -1.283  -0.19
N: -0.198 1.509 -0.148  0.03
H: 1.500 5.846 0.818  0.12
O: 2.925 0.334 -1.485  -0.19
H: -6.232 2.859 3.969  0.11
N: 2.342 2.790 -0.267  0.01
N: 3.271 0.518 1.339  0.04
N: -5.691 -2.843 1.111  0.13
C: 0.379 -1.512 -0.914  -0.12
H: 2.982 2.249 -2.146  0.12
C: -3.908 2.744 1.511  -0.20
C: -5.633 2.452 3.166  -0.05



Formula: C35H27N4O2P2S3V
Source: OMol25
Level of theory: wB97M-V/def2-TZVPD

Computed properties:
- Charge: -1
- Energy above the lowest of the compared OMol25 structures with the same formula, charge and spin: 1.266 eV
- 2S+1: 4
- Energy: -4540.8223 hartree
- ⟨S²⟩: 3.794

Last column: Löwdin charge in e.
CARTESIAN COORDINATES (ANGSTROEM)
H: -1.982 2.300 1.186  0.09
C: -0.702 -5.105 1.584  -0.10
C: -2.836 -0.804 1.819  -0.10
C: -2.656 2.314 0.339  -0.09
H: -2.166 4.189 -3.609  0.10
C: 0.988 2.271 1.878  -0.11
H: 3.263 3.008 4.271  0.09
N: 2.514 -1.802 -2.842  -0.06
C: 2.625 -3.198 -2.884  -0.35
C: -1.524 4.259 -2.740  -0.09
C: 1.849 -3.848 -1.933  -0.30
C: -1.573 -0.524 1.292  -0.36
H: -3.709 -0.713 1.182  0.11
O: 3.518 -2.916 0.408  -0.05
C: 0.796 -6.483 0.274  -0.04
H: -1.412 -5.012 2.397  0.09
H: 3.316 -0.162 -3.836  0.00
C: 1.078 -5.363 -0.482  -0.19
C: 0.108 4.418 -0.501  -0.08
C: 2.858 2.793 3.290  -0.10
S: 2.604 1.604 -2.173  0.31
N: 0.972 -3.172 -1.125  0.00
O: 2.846 -0.904 0.317  -0.29
H: 0.290 -1.223 4.037  0.10
S: -2.080 -1.625 -1.547  0.25
H: 4.758 2.901 2.301  0.10
H: -0.346 -7.189 1.947  0.09
C: -0.457 -0.673 2.104  -0.11
C: -1.493 5.426 -1.987  -0.10
C: 3.547 -3.660 -3.828  -0.38
C: -2.615 1.291 -0.606  -0.34
C: 0.498 -4.109 -0.219  -0.22
C: -0.673 5.506 -0.872  -0.09
H: -3.500 0.510 -2.381  0.06
P: -1.413 -0.096 -0.487  0.36
H: -0.640 6.415 -0.284  0.10
S: 4.193 -2.299 -4.680  0.97
C: 0.209 0.336 -0.827  -0.66
C: -0.105 -6.334 1.327  -0.12
H: -0.764 2.264 -2.957  0.11
H: -3.574 4.147 0.959  0.10
V: 1.484 -1.200 -1.058  0.85
N: 3.623 -1.807 0.860  -0.18
H: -0.069 2.064 1.773  0.08
C: 3.694 2.735 2.185  -0.08
C: -0.593 -1.100 3.422  -0.08
C: 1.497 2.558 3.135  -0.08
C: -0.741 3.177 -2.373  -0.10
C: -3.564 3.354 0.221  -0.09
H: -1.954 -1.712 4.960  0.09
H: 1.258 -7.439 0.061  0.10
H: 0.746 4.493 0.370  0.10
C: -4.435 2.356 -1.780  -0.09
H: 0.834 2.584 3.991  0.10
C: -1.848 -1.374 3.936  -0.10
H: 3.824 2.384 0.063  0.06
H: -2.109 6.271 -2.271  0.10
H: -0.910 -3.038 1.004  0.07
C: -4.458 3.377 -0.842  -0.10
C: -0.418 -3.980 0.814  -0.01
N: 1.893 -5.184 -1.595  0.16
H: -5.134 2.362 -2.607  0.10
C: -2.974 -1.223 3.130  -0.09
H: 2.652 -5.787 -1.857  0.15
C: -3.518 1.319 -1.662  -0.12
C: 3.177 2.450 0.928  -0.10
C: 3.273 -1.235 -3.728  -0.49
H: 0.530 -0.466 1.705  0.08
P: 1.108 1.786 -0.878  0.39
H: -3.958 -1.444 3.526  0.10
H: 3.762 -4.669 -4.129  0.04
C: 1.817 2.218 0.760  -0.35
H: -5.170 4.189 -0.936  0.10
C: 0.071 3.242 -1.242  -0.33



Copy entry 1 word for word.
Formula: C35H27AsBrCaN4S2
Source: OMol25
Level of theory: wB97M-V/def2-TZVPD

Computed properties:
- Charge: -1
- Energy above the lowest of the compared OMol25 structures with the same formula, charge and spin: 0.000 eV
- Energy: -7852.9120 hartree

Last column: Löwdin charge in e.
CARTESIAN COORDINATES (ANGSTROEM)
N: 0.664 -0.125 2.266  -0.12
C: 2.620 -1.266 -4.848  -0.11
C: -2.121 3.358 -3.103  -0.19
H: -1.755 5.145 -0.243  0.09
H: -2.603 5.390 -2.550  0.10
C: -1.712 4.308 -0.932  -0.11
H: 7.549 -2.338 -1.005  0.10
N: 1.905 0.056 2.785  -0.05
C: -2.538 2.433 -5.302  -0.11
C: 2.490 -6.199 0.338  -0.12
H: 3.237 0.273 -1.895  0.06
C: -0.168 -0.771 2.987  -0.11
H: -2.118 -2.227 4.147  0.11
N: -1.880 -0.402 1.342  0.01
H: 4.611 1.407 1.963  0.07
C: 2.258 -2.519 -4.370  -0.10
H: 1.952 -3.745 -2.635  0.10
H: 0.117 -1.161 3.963  0.12
C: 2.980 -0.265 -3.958  -0.09
H: -2.897 2.536 -6.319  0.09
Br: -0.906 -0.638 -3.054  0.78
C: -2.013 1.195 -4.874  -0.16
C: -2.183 4.451 -2.206  -0.07
H: -2.999 4.439 -4.751  0.10
C: -2.592 3.484 -4.434  -0.06
C: 6.067 -2.161 2.032  -0.10
H: 0.770 -7.486 0.368  0.09
H: -0.771 3.042 0.508  0.07
C: 7.081 -2.251 1.087  -0.11
H: 3.247 0.719 -4.322  0.10
H: 6.309 -2.145 3.088  0.10
Ca: 0.096 0.010 -0.185  0.78
S: -0.536 -2.866 -0.462  0.44
H: 3.951 -1.992 2.361  0.09
C: 2.671 0.845 2.050  -0.95
C: 2.256 -2.774 -3.006  -0.11
H: -3.325 -0.091 -0.071  0.11
H: -0.840 -5.666 -0.042  0.09
C: -3.109 -0.578 0.874  -0.13
C: 2.619 -1.775 -2.109  -0.41
C: 2.017 -3.861 -0.034  -0.43
C: -1.060 1.954 -1.311  -0.21
C: -1.536 -0.984 2.500  -0.29
C: -1.157 3.077 -0.510  -0.18
N: 3.902 1.079 2.595  0.05
H: 1.960 -3.298 -5.062  0.10
H: -5.051 -1.458 1.104  0.10
H: 3.203 -6.995 0.514  0.09
C: -4.066 -1.338 1.530  -0.06
C: 0.637 -4.119 -0.128  -0.75
C: -3.712 -1.944 2.724  -0.07
H: 4.181 0.457 3.336  0.08
C: 0.220 -5.451 0.026  -0.15
C: 1.128 -6.469 0.254  -0.12
H: -4.425 -2.556 3.263  0.10
C: 4.414 -2.110 0.270  -0.38
C: 2.976 -0.517 -2.592  -0.14
C: -2.433 -1.763 3.222  -0.03
C: -1.560 1.070 -3.594  -0.58
H: -1.974 0.351 -5.550  0.09
C: -1.572 2.126 -2.639  -0.26
H: 8.115 -2.305 1.403  0.09
H: 3.983 -4.667 0.260  0.09
H: 5.194 -2.221 -1.726  0.10
As: 2.509 -1.996 -0.168  1.27
C: 2.925 -4.890 0.194  -0.12
H: 2.607 -1.066 -5.913  0.10
S: 2.322 1.641 0.561  0.47
C: 6.762 -2.269 -0.263  -0.10
C: 5.435 -2.202 -0.670  -0.10
C: 4.743 -2.082 1.624  -0.14



- Which of these has the highest energy above the lowest of the compared OMol25 structures with the same formula, charge and spin?
  C35H27N4O2P2S3V



- Which of these has the highest energy above the lowest of the compared OMol25 structures with the same formula, charge and spin?
  C35H27N4O2P2S3V



- energy of number 1 (C35H27AsBrCaN4S2)?
  -7852.9120 hartree